1.
Here is an isolated ion of composition C4H8O2P and charge -1 in a non-equilibrium geometry from OMol25. Energies are from ωB97M-V/def2-TZVPD.

Calculated values
- Energy above the lowest of the compared OMol25 structures with the same formula, charge and spin: 38.1 kcal/mol
- SMILES: CC(C)(P)C(=O)[O-]
- HOMO: -0.1371 Ha
- Charge: -1

Geometry (Å):
1 C -0.01838 -0.43782 -1.19906
2 C 0.62770 -0.00227 0.10877
3 C 0.06700 -0.51034 1.36451
4 P 0.78525 1.83626 0.33947
5 C 2.37981 -0.42176 -0.08246
6 O 3.01558 0.51972 -0.56222
7 O 2.67026 -1.56437 0.30120
8 H -0.26342 0.40269 -1.88142
9 H 0.46720 -1.15894 -1.84479
10 H -0.97524 -0.91366 -1.02453
11 H -1.04285 -0.52117 1.54592
12 H 0.34337 -1.52541 1.46538
13 H 0.46442 -0.11622 2.25815
14 H -0.57158 1.93376 -0.17069
15 H 1.32416 2.24815 -0.87399

Löwdin population analysis, charges in e, atoms 1 to 6: -0.137 -0.710 -0.208 0.812 -0.692 -0.115


2.
Here is C44H43BrLaN9O4PS2 as an isolated structure from OMol25. Energies are from ωB97M-V/def2-TZVPD.

Calculated values
- Energy above the lowest of the compared OMol25 structures with the same formula, charge and spin: 0.0 kcal/mol
- HOMO: -0.1668 Ha
- Charge: -1

Geometry (Å):
1 La 0.60438 -1.29037 -0.61260
2 C 4.53422 -4.04847 1.34657
3 C 3.19478 -3.45105 1.03499
4 N 3.04156 -2.55300 0.13415
5 N 4.21161 -2.15220 -0.47398
6 C 4.07943 -1.88519 -1.74145
7 N 5.19275 -1.34600 -2.34440
8 S 2.69642 -2.15956 -2.74739
9 C 1.97402 -3.88172 1.76816
10 C 1.97723 -4.99342 2.60805
11 C 0.81411 -5.34803 3.27037
12 C -0.31648 -4.57262 3.09864
13 C -0.23211 -3.48999 2.23585
14 N 0.86457 -3.15987 1.57416
15 H 4.85284 -4.70356 0.53259
16 H 4.54028 -4.60818 2.27691
17 H 5.27213 -3.24893 1.40249
18 H 6.04535 -1.40410 -1.81104
19 H 5.25718 -1.46597 -3.33946
20 H 2.86986 -5.58651 2.73003
21 H 0.79897 -6.21827 3.91459
22 H -1.24733 -4.79747 3.59985
23 H -1.09297 -2.86338 2.05963
24 Br -1.98706 -1.26860 -2.79765
25 C -2.70814 -2.92170 -2.18694
26 C -4.03978 -3.13877 -2.38502
27 C -4.58804 -4.39662 -2.04814
28 C -3.77140 -5.39138 -1.60033
29 C -2.38098 -5.17282 -1.42167
30 C -1.51740 -6.23345 -1.05831
31 C -0.17931 -5.99917 -0.93811
32 C 0.33438 -4.68609 -1.05436
33 C -0.44213 -3.58169 -1.35328
34 C -1.81382 -3.88570 -1.63769
35 H -4.66089 -2.36607 -2.81656
36 H -5.64826 -4.56907 -2.18388
37 H -4.17157 -6.37637 -1.38679
38 H -1.93278 -7.22456 -0.91538
39 H 0.49319 -6.82008 -0.71108
40 H 1.40208 -4.55706 -0.89471
41 C -3.18219 6.48910 5.36763
42 O -2.85098 5.96181 4.10512
43 C -1.52469 5.93676 3.76770
44 C -1.22289 5.34996 2.53628
45 C 0.08307 5.26692 2.11174
46 C 1.11410 5.76477 2.91007
47 C 0.80667 6.38180 4.10567
48 C -0.50979 6.45590 4.55752
49 N 2.49777 5.80779 2.49532
50 N 3.08007 4.81628 2.03366
51 C 2.49418 3.52199 1.98064
52 C 1.74712 2.95131 2.98608
53 C 1.25093 1.65407 2.88772
54 C 1.46577 0.85309 1.76109
55 O 1.00005 -0.33653 1.64271
56 C 2.24639 1.45538 0.69372
57 N 2.37223 0.73965 -0.46251
58 C 3.07374 1.23502 -1.45098
59 C 3.71869 2.48558 -1.37610
60 C 3.56934 3.24019 -0.25102
61 C 2.79765 2.74439 0.82828
62 H -4.25966 6.38386 5.47076
63 H -2.91427 7.54790 5.44419
64 H -2.68715 5.93786 6.17351
65 H -2.01246 4.92784 1.93100
66 H 0.29514 4.78025 1.16863
67 H 1.60842 6.80400 4.69873
68 H -0.71755 6.92796 5.50666
69 H 1.53586 3.51966 3.88354
70 H 0.67582 1.22958 3.70082
71 H 3.13179 0.63073 -2.34907
72 H 4.30722 2.83207 -2.21491
73 H 4.02319 4.21772 -0.15836
74 C -3.47346 -2.32851 1.44234
75 P -2.38053 -0.97331 0.79194
76 C -2.16366 0.03808 2.30265
77 C -3.66488 0.01781 -0.05741
78 H -4.49812 -1.97127 1.56492
79 H -3.12750 -2.67281 2.41832
80 H -3.47702 -3.18075 0.75957
81 H -3.08868 0.05936 2.88504
82 H -1.90050 1.05332 2.00049
83 H -1.34424 -0.36109 2.90059
84 H -4.43307 0.29797 0.66812
85 H -4.12290 -0.56456 -0.85617
86 H -3.20817 0.91856 -0.46275
87 O -1.63549 2.81845 0.13712
88 C -0.67250 2.17345 -0.27069
89 O -0.64036 0.92134 -0.49688
90 H 0.29145 2.71005 -0.43884
91 N -2.00213 2.69534 -7.23535
92 C -0.71559 2.31610 -7.24461
93 S 0.26355 2.50993 -8.55257
94 C -0.25328 1.71818 -5.95774
95 C 0.66010 0.67409 -5.94619
96 C 1.02272 0.11634 -4.73088
97 N 0.55404 0.53712 -3.55533
98 C -0.30163 1.55791 -3.57200
99 C -0.73360 2.17407 -4.73587
100 H -2.38958 3.10414 -8.06877
101 H -2.60942 2.45973 -6.46918
102 H 1.07017 0.29818 -6.87269
103 H 1.72791 -0.70574 -4.68414
104 H -0.67553 1.87723 -2.61118
105 H -1.41262 3.01365 -4.66450

Löwdin population analysis, charges in e, atoms 1 to 6: 1.729 -0.035 -0.278 -0.042 -0.025 -0.926


3.
Here is the molecule C4H4N4 in a non-equilibrium geometry from OMol25. Energies are from ωB97M-V/def2-TZVPD.

Calculated values
- Energy above the lowest of the compared OMol25 structures with the same formula, charge and spin: 84.7 kcal/mol
- SMILES: c1n[nH]c2c[nH]nc12
- HOMO: -0.3270 Ha
- Charge: 0

Geometry (Å):
1 C -1.51956 -1.26622 0.05070
2 N -2.24126 -0.13189 -0.18382
3 N -1.28113 0.96508 0.40877
4 C 0.01405 0.53148 0.13939
5 C 1.21841 1.00469 -0.12672
6 N 1.91069 -0.28756 0.02164
7 N 1.24717 -1.37709 0.17946
8 C -0.04320 -0.92181 0.11568
9 H -2.06107 -2.09772 -0.21986
10 H -1.70843 1.79116 -0.06831
11 H 1.57039 1.96224 -0.33501
12 H 2.89395 -0.17237 0.01807

Löwdin population analysis, charges in e, atoms 1 to 6: -0.053 0.058 0.026 -0.325 0.042 -0.068


4.
Here is C23H19CrN5O2 as an isolated structure in a non-equilibrium geometry from OMol25. Energies are from ωB97M-V/def2-TZVPD.

Calculated values
- HOMO (spin up / spin down): -0.3971 / -0.4057 Ha
- Charge: +1
- 2S+1: 4

Geometry (Å):
1 Cr 0.05539 -0.35797 -0.46420
2 C 4.15553 0.04982 -1.52439
3 C 2.67328 -0.02047 -1.46270
4 N 1.99372 -0.00472 -0.36993
5 N 2.58382 0.07763 0.86089
6 C 1.62566 -0.08866 1.76387
7 O 0.38256 -0.30355 1.44288
8 C 1.98585 -0.06255 3.18718
9 C 3.31631 0.08221 3.57634
10 C 3.64000 0.10356 4.92141
11 C 2.64087 -0.01938 5.87921
12 C 1.31417 -0.16436 5.49341
13 C 0.98490 -0.18894 4.14836
14 C 1.82488 -0.10195 -2.67910
15 C 2.32300 -0.03146 -3.96115
16 C 1.43672 -0.09118 -5.03059
17 C 0.08288 -0.22224 -4.78689
18 C -0.34763 -0.29949 -3.47307
19 N 0.49911 -0.24030 -2.44954
20 H 4.56288 0.04685 -0.51966
21 H 4.46948 0.96420 -2.03462
22 H 4.55526 -0.79698 -2.08588
23 H 4.08455 0.17669 2.82164
24 H 4.67249 0.21424 5.22571
25 H 2.89870 -0.00487 6.93050
26 H 0.53819 -0.26098 6.24120
27 H -0.04119 -0.30661 3.82890
28 H 3.38776 0.07148 -4.12031
29 H 1.80531 -0.03680 -6.04676
30 H -0.63416 -0.27264 -5.59311
31 H -1.39170 -0.42664 -3.21862
32 O -1.37952 -1.49154 -0.70155
33 C -2.69637 -1.42273 -0.52713
34 C -3.45332 -2.59518 -0.52470
35 C -4.82297 -2.54258 -0.38135
36 C -5.48219 -1.32038 -0.23751
37 C -4.74454 -0.16044 -0.23287
38 C -3.35132 -0.18923 -0.37405
39 C -2.56655 1.03619 -0.35332
40 N -1.24141 1.14313 -0.41490
41 C -0.91082 2.48913 -0.33690
42 C -2.04932 3.20492 -0.23689
43 N -3.07376 2.28069 -0.25456
44 H -2.93011 -3.53610 -0.63491
45 H -5.39245 -3.46296 -0.37775
46 H -6.55687 -1.28489 -0.12816
47 H -5.26283 0.78446 -0.11072
48 H 0.11099 2.82632 -0.34284
49 H -2.22167 4.26329 -0.15372
50 H -4.05360 2.49396 -0.17716

Löwdin population analysis, charges in e, atoms 1 to 6: 1.019 0.005 -0.217 -0.070 0.104 -0.381


5.
Here is C37H63F24O11P3Pt as an isolated structure in a non-equilibrium geometry from OMol25. Energies are from ωB97M-V/def2-TZVPD.

Calculated values
- Energy above the lowest of the compared OMol25 structures with the same formula, charge and spin: 0.0 kcal/mol
- HOMO (spin up / spin down): -0.4898 / -0.4938 Ha
- Charge: +1
- 2S+1: 4

Geometry (Å):
1 C 5.20455 3.58035 2.50585
2 C 3.65329 3.61006 2.21907
3 C 3.05759 2.17079 2.26839
4 C 1.52021 2.25035 2.05586
5 P 0.48628 1.19333 3.02179
6 C 0.74912 -0.65656 2.83358
7 C 2.11450 -1.25239 3.02220
8 C 2.33611 -2.04646 4.37029
9 C 1.48314 -3.33780 4.42832
10 C -1.36101 1.63655 3.22377
11 C -1.57017 3.13809 3.55017
12 C -3.01699 3.45456 3.41417
13 C -3.85069 2.72239 4.48706
14 C 1.10078 1.48558 4.75218
15 C 0.28717 0.90628 5.96337
16 C 0.88833 0.88897 7.32133
17 C 1.25393 2.25793 7.85561
18 H 5.80162 4.48696 2.40767
19 H 5.64269 2.78492 1.90300
20 H 5.42848 3.19855 3.50193
21 H 3.52616 4.06691 1.23762
22 H 3.19276 4.19584 3.01461
23 H 3.31650 1.63279 3.18033
24 H 3.41723 1.64498 1.38391
25 H 1.11946 2.04612 1.06300
26 H 1.09346 3.24268 2.20170
27 H 0.36460 -0.96143 1.86029
28 H 0.05781 -1.03161 3.58826
29 H 2.84114 -0.44213 2.96251
30 H 2.37471 -1.95148 2.22742
31 H 2.10703 -1.33816 5.16650
32 H 3.40962 -2.23531 4.36607
33 H 1.92656 -4.01539 5.15794
34 H 1.55036 -3.79528 3.44125
35 H 0.42355 -3.16844 4.61985
36 H -1.84011 0.98168 3.95158
37 H -1.75801 1.27200 2.27637
38 H -1.08486 3.87986 2.91587
39 H -1.29947 3.40690 4.57124
40 H -3.43211 3.26086 2.42510
41 H -3.25951 4.49716 3.61976
42 H -3.47742 2.66970 5.50980
43 H -3.94913 1.68478 4.16801
44 H -4.87583 3.08915 4.53877
45 H 1.29147 2.53400 4.98140
46 H 2.02767 0.91704 4.82796
47 H -0.01058 -0.12949 5.80024
48 H -0.65539 1.45361 5.97334
49 H 1.66250 0.12167 7.31864
50 H 0.13861 0.43266 7.96771
51 H 2.10310 2.71390 7.34659
52 H 1.53658 2.08402 8.89385
53 H 0.50853 3.05018 7.78610
54 Pt -1.78817 -0.66594 -3.27266
55 P -1.06601 0.06156 -1.14022
56 O -2.37898 0.65664 -1.73220
57 O -0.19674 0.31551 -2.40829
58 O -1.30805 -1.45698 -1.42812
59 O -0.61208 0.55494 0.29241
60 C 2.00886 -5.55966 -4.89243
61 C 2.30351 -4.14184 -5.36114
62 O 1.18933 -3.40250 -4.86233
63 P 0.58262 -2.17565 -5.71879
64 O -0.54150 -1.42322 -5.08925
65 O 1.86319 -1.21985 -6.01888
66 C 2.39419 -0.40855 -4.98438
67 C 3.22097 0.74819 -5.45445
68 O 0.23306 -2.85867 -7.16399
69 C -0.16747 -2.04382 -8.27564
70 C -1.61587 -2.43644 -8.61628
71 H 2.25823 -5.66232 -3.83632
72 H 0.94824 -5.79444 -4.98227
73 H 2.65817 -6.19664 -5.49303
74 H 3.19752 -3.72910 -4.89370
75 H 2.38096 -3.97641 -6.43573
76 H 1.62857 -0.09371 -4.27530
77 H 3.07602 -1.00956 -4.38271
78 H 3.71915 1.16590 -4.57955
79 H 3.95030 0.51598 -6.23049
80 H 2.49783 1.44410 -5.87973
81 H 0.01250 -0.98644 -8.08161
82 H 0.54299 -2.26302 -9.07270
83 H -1.83872 -3.42894 -9.00795
84 H -2.29373 -2.08845 -7.83685
85 H -1.85703 -1.78596 -9.45700
86 C -0.49192 3.54072 -2.39772
87 C 0.85755 3.82301 -1.65993
88 C 1.94498 2.70795 -1.80591
89 F 2.12089 2.28671 -3.01197
90 F 3.12131 3.11160 -1.31852
91 F 1.30516 4.98108 -2.21908
92 F 0.66860 4.08781 -0.37713
93 O -1.37606 4.68616 -2.07861
94 C -2.75101 4.30071 -1.89036
95 C -2.97489 3.63292 -0.50958
96 F -2.38903 4.50389 0.37191
97 F -4.26833 3.42063 -0.13760
98 F -3.33720 5.51188 -2.00103
99 F -3.20480 3.50298 -2.83015
100 H -0.85385 2.61702 -1.94620
101 H -0.40515 3.39402 -3.47431
102 H 1.67157 1.84117 -1.20421
103 H -2.43262 2.70388 -0.33370
104 C 1.52734 -2.94867 -1.21736
105 C 2.94016 -2.23086 -1.26055
106 C 2.80955 -0.65037 -1.00801
107 F 2.34206 -0.32287 0.20624
108 F 4.03347 -0.13694 -1.20065
109 F 3.74315 -2.71837 -0.31650
110 F 3.45196 -2.47766 -2.45501
111 O 1.59818 -4.35487 -1.50421
112 C 0.57652 -5.21490 -0.87853
113 C -0.88401 -4.88473 -1.31700
114 F -1.12853 -5.16685 -2.60791
115 F -1.72755 -5.59072 -0.63140
116 F 0.95727 -6.47634 -1.10945
117 F 0.71650 -5.01877 0.41929
118 H 0.89138 -2.60207 -2.03194
119 H 0.98197 -2.59952 -0.34056
120 H 2.20250 -0.20527 -1.79634
121 H -1.05259 -3.82594 -1.12035
122 C -4.31401 -1.00305 0.39740
123 C -3.95027 -2.10644 1.47122
124 C -2.44531 -2.11944 1.81083
125 F -2.10245 -1.12318 2.60816
126 F -2.03182 -3.21341 2.38494
127 F -4.57111 -1.87990 2.65653
128 F -4.31696 -3.26613 0.95137
129 O -5.75405 -0.89798 0.33673
130 C -6.28196 0.18954 -0.41345
131 C -5.71121 0.30328 -1.86660
132 F -5.44246 -0.87374 -2.47195
133 F -6.48285 0.92259 -2.70723
134 F -7.57089 -0.12403 -0.47150
135 F -6.31497 1.31727 0.32174
136 H -3.84017 -1.29449 -0.53996
137 H -3.90125 -0.03418 0.67850
138 H -1.85974 -1.93041 0.91113
139 H -4.85083 0.96832 -1.94110

Löwdin population analysis, charges in e, atoms 1 to 6: -0.093 -0.217 -0.208 -0.294 1.092 -0.257